1.
The following is a DFT calculation (ωB97M-V with the def2-TZVPD basis set) of a structure of composition C20H60AgF6O16.

Each line ends with the Löwdin charge.
Geometry (Å):
H (1.6476, 5.8066, -0.8763)  0.0799
H (1.9483, 2.0902, -4.2094)  0.0479
O (1.9075, -2.4170, 2.1718)  -0.2085
H (-1.1127, 3.7974, -5.4178)  0.0776
H (-0.5916, -0.8567, 4.2068)  0.0473
F (4.2677, -3.9872, 2.4966)  0.1513
H (-6.4469, 1.0608, -0.4718)  0.0843
H (1.2239, 6.5487, -4.7716)  0.0709
H (-0.9006, 2.4491, -4.2873)  0.0678
C (2.0447, -0.2160, 6.1642)  -0.0615
H (1.2632, 0.5039, -4.2823)  0.0622
C (-1.6990, -0.8955, 0.4726)  -0.2474
Ag (1.4471, -0.1343, 2.2301)  1.1571
H (0.8426, 4.5551, -3.3792)  0.0605
H (-4.0259, 1.4900, 1.0473)  0.0161
H (1.7580, -2.2907, 6.0294)  0.1205
H (-3.3502, 3.6308, 2.8820)  0.0830
H (-1.8815, -1.1427, -0.5744)  0.0977
O (3.3509, 0.2163, 0.9174)  -0.1689
H (-1.6781, -2.0602, 2.3127)  0.0514
O (0.6903, 1.5998, 0.9179)  -0.1568
H (-0.8410, 2.2319, -6.1130)  0.0890
O (2.2182, -1.4557, 4.1144)  -0.1659
F (-1.3470, 0.6981, -1.9136)  0.1212
H (2.0575, 0.2641, -6.3806)  0.0756
O (-0.3142, -0.0819, 3.6855)  -0.2242
H (4.1338, 0.7659, 0.9654)  0.1006
O (-4.4057, 0.7941, -0.6450)  -0.1526
H (-3.1517, 2.9938, -5.8551)  0.0913
O (2.7780, -3.8696, -0.1511)  -0.1594
O (1.1642, 4.6761, 0.7914)  -0.1335
C (3.3877, -0.6034, -0.2518)  -0.1176
C (1.6254, 4.7500, -4.1180)  -0.1708
C (-0.3291, 1.1144, 0.1524)  -0.3854
O (-2.7135, 2.4571, -5.1873)  -0.1286
O (-4.0335, 1.9144, 1.9202)  -0.1471
C (-1.6758, -2.2103, 1.2307)  -0.0434
H (-0.6186, 1.9376, 3.5594)  0.0801
O (-0.4826, -0.2013, 0.6780)  -0.1444
H (-5.9683, -0.4009, -1.3234)  0.0812
H (-2.3734, -3.7225, 6.0340)  0.0827
C (-1.3023, 2.7311, -5.2565)  -0.1282
C (-0.1555, 1.0725, -1.3944)  -0.5232
H (1.1343, 0.2330, 5.7657)  0.0530
F (0.1896, 2.2240, -1.9733)  0.1429
H (1.9582, -0.3369, 7.2431)  0.0818
C (-3.2240, 3.0759, 1.9542)  -0.1527
O (2.0871, 1.1557, -6.0266)  -0.1202
H (2.8010, 0.5413, 5.9377)  0.0824
H (-3.4257, 3.6903, 1.0762)  0.0855
O (-1.7703, -2.0423, 4.9954)  -0.1478
H (-2.5751, -2.7589, 0.9497)  0.0865
H (1.3401, 4.3297, -5.0815)  0.0745
C (2.1273, 1.0939, -4.6077)  -0.1512
C (1.9713, -5.0350, -0.2868)  -0.1551
C (-5.7252, 0.2408, -0.4749)  -0.1082
H (-1.2045, -0.6263, -4.3199)  0.0503
F (4.6757, -1.8625, 2.7245)  0.1460
C (1.8281, 4.8161, -0.4623)  -0.1559
H (2.1576, -5.6806, 0.5756)  0.0773
C (-0.2462, -2.9297, -2.3396)  -0.1520
H (-0.7628, -2.7764, 1.0351)  0.0721
H (1.1552, 3.7324, 0.9989)  0.0315
C (-1.7262, -3.4719, 5.1901)  -0.0969
O (-0.8409, -4.2179, -2.4922)  -0.1199
H (2.5005, -3.4246, 0.6711)  0.0150
H (2.4481, -1.0997, -0.4651)  0.0648
C (2.3946, -1.5482, 5.5371)  -0.2393
H (4.2460, -1.2730, -0.1846)  0.0903
H (1.9594, -3.4614, 3.8504)  0.1596
O (1.8942, 6.1505, -4.2102)  -0.1160
H (-2.6990, -1.8134, 4.8950)  0.0932
H (-1.2767, 1.6173, 0.3899)  0.1432
H (0.3808, -2.7239, -3.2130)  0.0864
H (1.3308, 4.0862, -1.1051)  0.0462
H (-0.9714, -2.1230, -2.2630)  0.0536
H (0.3760, -2.9606, -1.4390)  0.0614
H (3.4309, -1.7886, 5.7590)  0.1116
H (3.5678, 0.0148, -1.1427)  0.0822
H (3.0637, 0.6801, -4.2269)  0.0837
H (-5.7440, -0.2964, 0.4670)  0.0847
H (-2.1781, 2.7471, 1.9783)  0.0456
H (-2.8935, -1.0463, -4.3759)  0.0803
C (4.0261, -2.9102, 3.2620)  -0.5415
O (-2.2855, -0.1782, -6.1004)  -0.1334
H (-1.7202, -2.0159, -5.2990)  0.0783
H (2.9076, 4.6580, -0.4059)  0.0790
F (0.7357, 0.1415, -1.7894)  0.1354
C (-1.9832, -1.0096, -4.9852)  -0.1603
H (-2.1448, -3.9315, 4.2893)  0.0823
H (0.9165, -4.7440, -0.2371)  0.0592
H (-0.1768, -4.7967, -2.8710)  0.0694
H (-0.7049, -3.7970, 5.3533)  0.0779
H (-2.5610, -0.3293, 0.8400)  0.1083
C (-1.0928, 1.0846, 4.0344)  -0.0779
H (-1.0407, 1.1791, 5.1205)  0.0857
H (-4.4214, 1.2988, -1.4645)  0.0930
H (-2.2672, 0.7297, -5.7457)  0.0125
C (2.5110, -2.6409, 3.3693)  -0.4287
F (4.5833, -3.1608, 4.4715)  0.1208
H (-2.1021, 0.8923, 3.6697)  0.0823
H (2.5291, 4.3127, -3.6988)  0.0809
H (2.1787, -5.5181, -1.2369)  0.0765

Output
Molecular weight = 778.540 g mol⁻¹
Net charge = 0
Spin multiplicity = 2
E_HOMO (spin up / spin down) = -9.33 / -8.98 eV
ΔE to the lowest compared entry with this formula, charge and spin = 0.0 kcal per mole
Orbital gap (spin up / spin down) = 9.57 / 5.92 eV
DFT total energy = -2747.731984 Ha



2.
The following is a DFT calculation (ωB97M-V with the def2-TZVPD basis set) of a structure of composition C20H60CrHgO15S.

Each line ends with the Löwdin charge.
Geometry (Å):
H (1.2447, -0.0121, 6.7541)  0.0528
H (-0.8503, 4.7209, -2.0303)  0.0600
H (3.8738, 0.5849, 2.2378)  0.1022
H (-1.0314, 4.6962, -3.7835)  0.0493
C (2.3702, 3.8949, -3.5790)  -0.0884
H (1.7471, 5.6096, 2.5454)  0.0711
H (2.2693, 4.3359, -2.5873)  0.0655
H (3.6182, -3.3581, -3.3690)  0.0619
H (-4.5819, -4.5917, 1.7165)  0.0908
H (2.3521, -1.1153, -2.9272)  0.1112
O (-2.2019, -0.0267, -2.3761)  -0.1490
C (2.4302, -1.9049, -2.1799)  -0.3049
C (-1.1176, -0.8621, 4.2130)  -0.2714
H (0.4774, 2.7192, -3.4922)  0.0791
O (-1.2834, 1.8807, 0.1896)  -0.4779
Hg (-3.3122, 2.5853, 0.4697)  0.9025
O (1.3019, -1.9795, -1.4163)  -0.0744
H (2.2772, 4.6057, -4.4001)  0.0658
H (4.6092, -1.3596, 0.0172)  0.0412
H (-0.8441, -0.8250, -3.7876)  0.1051
H (-2.5066, -3.9669, 2.3652)  0.1165
H (-2.7692, -1.9500, 5.3146)  0.0731
C (-2.3735, 0.1404, -4.8777)  -0.0634
H (0.8245, 4.1024, 0.7041)  0.1020
H (-1.3014, 0.1495, 4.5749)  0.1182
H (-0.6709, -3.2169, -3.0987)  0.1144
H (1.8544, -3.7411, -3.3793)  0.0466
C (2.2708, 0.3100, 6.5765)  -0.0750
C (-1.5754, 4.6433, -2.8404)  -0.1074
H (-2.2546, 5.4948, -2.8821)  0.0627
H (-0.7408, 0.8196, -3.5332)  0.1024
C (1.4146, 3.6846, 1.5199)  -0.3033
H (1.4149, 1.8414, 3.8616)  0.0497
C (-3.7637, -4.7578, 1.0158)  -0.0801
C (-1.7007, -1.9264, 5.1008)  -0.0810
H (2.8317, -0.6127, 6.7248)  0.0618
H (-2.4049, -2.7555, -3.2848)  0.1125
H (-3.2278, -5.0246, -2.6340)  0.0711
H (2.3218, 0.0425, 4.4090)  0.0998
H (1.9616, 2.8759, 1.0354)  0.1022
O (-1.5347, -0.4440, 0.1359)  -0.3966
H (1.6744, -0.0896, 1.5013)  0.0123
H (-2.3294, 0.8578, -2.0254)  0.0516
H (-3.3925, -0.1354, -4.6062)  0.0821
H (-1.4157, -2.8891, 4.6765)  0.0667
Cr (-3.0570, -1.3083, -0.8239)  0.8808
H (1.0876, -1.0813, -1.1536)  0.0363
H (-2.0643, -5.1253, -1.4104)  0.0643
H (0.2659, 2.2558, 2.1507)  0.0154
H (5.6832, -0.2607, 0.9023)  0.0720
O (0.5902, 3.0851, 2.5095)  -0.0916
O (-1.5898, -2.7524, -1.4556)  -0.1699
H (-0.0312, -0.8678, 4.1252)  0.1119
H (3.3398, -1.7003, -1.6153)  0.0876
O (1.5556, 1.8362, 4.8112)  -0.0647
H (-1.6748, -5.4986, -3.1189)  0.0702
H (-3.4232, -5.7932, 1.0112)  0.0849
C (2.4321, 0.8531, 5.1293)  -0.3588
H (-2.0432, -0.5158, -5.6829)  0.0721
H (2.4191, 0.9565, 7.4414)  0.0627
H (-1.7382, 2.6512, -2.1768)  0.0424
O (0.4994, 0.6385, -0.8158)  -0.3148
C (2.6882, -3.3437, -2.8007)  -0.0672
C (-2.4218, 3.3842, -2.6052)  -0.4842
H (-1.0703, -0.4140, 2.3331)  0.0126
S (-0.5653, 0.6176, 0.2136)  0.2980
H (-1.3141, -1.7722, 6.1083)  0.0679
H (3.4112, 3.5725, -3.5579)  0.0617
H (1.3976, 1.4681, -1.8822)  -0.0125
H (2.7819, -4.1295, -2.0510)  0.0622
C (3.5166, 0.0250, 1.3734)  -0.3645
H (-3.9763, -4.6071, -0.0426)  0.0620
O (-3.1468, -2.4282, 1.0941)  -0.1121
C (4.7305, -0.7891, 0.9380)  -0.0749
O (2.4028, -0.7034, 1.6212)  -0.0692
C (-1.6871, -3.3614, -2.7318)  -0.2247
C (-1.4933, 0.0408, -3.6571)  -0.2316
C (2.3045, 4.8362, 2.0170)  -0.0727
C (-2.1771, -4.8038, -2.4458)  -0.0463
H (-3.9468, 0.0300, 0.8296)  -0.0599
C (1.5575, 2.5835, -3.5461)  -0.2908
H (-2.4312, 1.1734, -5.2206)  0.0682
H (-1.7637, -4.0264, 0.8078)  0.1128
H (3.0288, 4.3890, 2.6979)  0.0630
H (3.3953, 1.3554, 5.0395)  0.1032
C (-2.6945, -3.7641, 1.3108)  -0.3015
H (-2.7348, 3.0274, -3.5864)  0.0769
O (-1.7476, -0.7699, 2.9131)  -0.1080
H (-0.6693, -2.7944, -1.1862)  0.0906
H (2.8387, 5.2837, 1.1789)  0.0657
O (2.0944, 1.7418, -2.4831)  -0.1026
H (3.1463, 0.6599, 0.5685)  0.1124
O (0.1007, 0.6139, 1.5065)  -0.3377
H (-2.5700, -1.8888, 1.6399)  0.0450
O (-3.5910, 3.5237, -1.7980)  -0.4381
H (1.7210, 2.0858, -4.5020)  0.0937
O (-4.0879, 0.4532, -0.0397)  -0.5003
H (4.7662, -1.6918, 1.5480)  0.0705

Output
Molecular weight = 825.338 g mol⁻¹
Net charge = -1
Spin multiplicity = 6
E_HOMO (spin up / spin down) = -3.46 / -4.49 eV
Orbital gap (spin up / spin down) = 5.27 / 6.06 eV
DFT total energy = -3522.614991 Ha



Q: What is the net charge in the first record?
A: 0



Q: Which formula does entry 1 have?
A: C20H60AgF6O16